No. 1
Computed, not measured: a cluster of 3 separate species, C24H48B2N3O3S in total at a distorted geometry, with ωB97M-V with the def2-TZVPD basis set.

```
81
Properties=species:S:1:pos:R:3:lowdin_charge:R:1
C -2.01502 -0.00129 -1.17707 -0.038
B -3.64281 -0.22265 -1.09720 -0.422
O -4.24562 -1.35037 -0.30201 -0.013
C -4.77151 0.73329 -1.88793 -0.520
S -5.75306 -0.62626 -2.80352 0.802
C -4.05992 1.91256 -2.82297 0.104
N -3.93292 3.08267 -2.07462 0.110
C -4.49110 2.91368 -0.64578 -0.098
B -4.87505 4.33391 0.08868 -0.348
O -3.72398 5.08249 0.70722 0.039
O -6.21443 4.94422 0.19081 0.075
C -5.65000 1.79620 -0.95356 -0.191
C -6.94615 2.33198 -1.82282 -0.147
C -8.39603 1.76913 -1.28662 -0.140
C -8.66377 0.93627 0.09961 -0.032
C -10.22237 0.48431 0.50346 -0.045
C -11.51735 0.89252 -0.47215 -0.059
C -11.25808 1.70703 -1.87234 -0.062
C -9.71314 2.13170 -2.24680 -0.030
H -1.53780 -0.92731 -1.73932 0.113
H -1.59367 0.04795 -0.07851 0.097
H -1.66929 0.96757 -1.73519 0.062
H -3.84872 -1.21616 0.61015 0.119
H -6.44901 -1.36247 -1.82437 -0.047
H -3.70457 1.71192 -3.93116 0.191
H -3.47699 3.92163 -2.50050 0.191
H -3.52581 2.58596 -0.02525 0.180
H -3.34057 4.51320 1.44656 0.122
H -6.45022 5.13193 1.14853 0.139
H -5.82019 1.25146 0.06784 0.151
H -6.86884 2.03394 -2.97617 0.117
H -7.04483 3.52152 -1.83270 0.136
H -7.78005 0.65820 0.81498 0.070
H -10.42475 -0.13122 1.50021 0.090
H -12.62098 0.61150 -0.19072 0.086
H -12.10599 2.02395 -2.64834 0.100
H -9.52232 2.73716 -3.25423 0.097
C 5.87162 0.01480 -1.66989 -0.083
C 4.51896 0.69604 -1.85620 -0.264
N 3.41490 -0.23582 -2.09877 -0.186
C 2.19023 0.42137 -2.56722 -0.250
C 1.50245 1.39326 -1.61514 -0.101
C 3.21615 -1.28186 -1.09413 -0.242
C 2.97259 -0.84339 0.34631 -0.081
H 6.10324 -0.64238 -2.51492 0.084
H 6.66270 0.76958 -1.60680 0.078
H 5.90895 -0.57370 -0.74875 0.046
H 4.61723 1.36182 -2.72410 0.119
H 4.32305 1.33589 -0.99039 0.097
H 1.46606 -0.34070 -2.88006 0.106
H 2.43293 0.96780 -3.48801 0.111
H 0.98230 0.86869 -0.81084 0.039
H 0.74430 1.96653 -2.16080 0.059
H 2.19787 2.11232 -1.17571 0.071
H 4.09352 -1.93918 -1.10431 0.105
H 2.39094 -1.93659 -1.40638 0.115
H 3.66653 -0.06410 0.67227 0.069
H 3.10996 -1.70042 1.01726 0.059
H 1.95195 -0.48724 0.49525 0.050
C 7.18875 -0.53132 2.11191 -0.092
C 7.80597 -1.84482 2.58333 -0.264
N 7.11458 -2.44786 3.72546 -0.190
C 7.87103 -3.53427 4.35688 -0.251
C 8.13601 -4.78504 3.52658 -0.093
C 5.68255 -2.70080 3.55725 -0.248
C 5.25233 -3.59312 2.39746 -0.091
H 7.11015 0.18674 2.93521 0.082
H 7.81749 -0.08232 1.33565 0.073
H 6.19458 -0.67896 1.68057 0.041
H 8.84114 -1.62123 2.87415 0.121
H 7.86016 -2.53446 1.73545 0.096
H 7.37537 -3.82698 5.29053 0.112
H 8.84108 -3.12898 4.67322 0.110
H 7.23673 -5.39540 3.41993 0.055
H 8.88323 -5.40844 4.03078 0.074
H 8.52535 -4.55338 2.53235 0.068
H 5.17359 -1.73582 3.44901 0.098
H 5.27229 -3.11367 4.48912 0.117
H 5.75401 -3.33695 1.46055 0.067
H 4.17429 -3.47899 2.22909 0.059
H 5.42777 -4.64882 2.61065 0.056
```

Results
HOMO-LUMO gap in Eh: 0.1630
Energy above the lowest of the compared OMol25 structures with the same formula, charge and spin in kcal/mol: 285.6
Total charge: +1



No. 2
Computed, not measured: a cluster of 17 separate species, C24H48BCl32FINO3PS in total at a distorted geometry, with ωB97M-V with the def2-TZVPD basis set.

```
113
Properties=species:S:1:pos:R:3:lowdin_charge:R:1
C 6.80936 0.86936 3.73820 -0.104
C 5.70249 1.10282 2.69389 -0.358
C 5.14111 -0.18689 2.06402 -0.643
I 4.57775 0.32367 0.02555 0.815
B 3.98089 -1.00254 2.93781 -0.776
C 2.40652 -0.78317 2.57735 -0.168
C 1.80967 0.59218 2.74471 -0.418
C 0.42664 0.63366 3.39195 -0.050
N 2.42809 1.66868 2.43611 0.146
C 4.21514 -1.01746 4.59563 -0.063
C 3.56062 0.02077 5.44261 -0.432
O 2.91369 -0.19483 6.45424 0.077
F 3.71340 1.30783 5.06546 0.097
P 4.28341 -2.92767 2.50014 0.319
O 5.68619 -3.39923 3.20105 -0.225
O 3.26524 -3.88753 3.37561 -0.295
S 4.14200 -3.47615 0.63699 0.255
H 7.47139 1.73327 3.81444 0.066
H 6.37708 0.72731 4.73382 0.051
H 7.38898 -0.03338 3.52138 0.069
H 4.92492 1.76672 3.06403 0.076
H 6.19027 1.66312 1.88655 0.052
H 6.00054 -0.84931 1.90380 0.034
H 1.84576 -1.44398 3.25120 0.046
H 2.16340 -1.14151 1.56745 0.081
H -0.37824 0.53706 2.66047 0.073
H 0.34073 1.53399 4.00055 0.047
H 0.36465 -0.23057 4.05726 -0.012
H 1.83876 2.47652 2.63564 -0.026
H 5.27027 -1.09634 4.87568 0.101
H 3.76237 -1.94917 4.95109 0.099
H 6.23002 -2.61968 3.36489 0.055
H 2.45456 -3.91601 2.84417 0.039
C -0.36176 3.72114 -0.37552 -1.031
Cl 1.04920 3.98216 -1.39986 0.495
Cl -0.11169 4.34476 1.26641 0.520
H -1.20685 4.23609 -0.81624 -0.023
H -0.55483 2.65239 -0.32449 -0.070
C 4.73540 -6.16742 2.47856 -1.066
Cl 5.06231 -7.20771 3.88839 0.501
Cl 3.98647 -7.06293 1.15815 0.481
H 4.06040 -5.37409 2.78103 -0.062
H 5.67496 -5.75570 2.13296 0.012
C -1.27916 4.20399 -5.01414 -1.038
Cl -2.04782 4.39529 -3.43262 0.511
Cl 0.40943 4.72534 -5.00109 0.510
H -1.31186 3.15456 -5.28334 -0.029
H -1.83060 4.79712 -5.73700 -0.073
C -1.28897 -3.23314 3.58373 -0.986
Cl -0.49537 -3.25788 2.00898 0.543
Cl -0.32270 -2.45180 4.84733 0.560
H -2.22369 -2.69179 3.49236 0.023
H -1.46544 -4.25814 3.88964 0.008
C -3.44903 0.39878 -4.96760 -1.029
Cl -2.09863 0.58150 -6.10079 0.534
Cl -3.14748 1.18171 -3.41273 0.512
H -4.33193 0.84326 -5.41102 -0.017
H -3.60264 -0.66287 -4.79761 -0.076
C -3.60660 -4.32249 -5.13086 -1.006
Cl -4.54993 -2.84417 -4.89729 0.506
Cl -1.94258 -4.13480 -4.57216 0.531
H -4.07658 -5.11972 -4.56718 0.031
H -3.59507 -4.55629 -6.18792 -0.031
C -6.42723 -0.88832 -1.66282 -1.031
Cl -4.71370 -1.01111 -1.27207 0.511
Cl -6.69373 -0.36347 -3.33971 0.510
H -6.88073 -1.86538 -1.53851 0.023
H -6.88345 -0.17322 -0.99377 -0.048
C 2.28628 6.55834 2.80968 -1.014
Cl 2.18063 4.98797 3.59785 0.532
Cl 3.92160 7.24071 2.91830 0.528
H 2.03021 6.44323 1.76178 -0.004
H 1.60168 7.24068 3.29904 0.026
C -3.07872 6.51348 -8.49429 -1.005
Cl -3.16159 4.91836 -7.73259 0.554
Cl -1.45804 7.20536 -8.39531 0.519
H -3.35035 6.40934 -9.53777 0.023
H -3.76915 7.17257 -7.98196 0.025
C 0.06907 0.12884 7.50680 -1.024
Cl -1.53027 -0.64290 7.55202 0.466
Cl -0.02554 1.79747 6.93899 0.525
H 0.47151 0.13432 8.51191 0.027
H 0.71689 -0.43132 6.84065 -0.024
C 1.31702 -7.57534 4.52610 -1.022
Cl 0.86897 -6.08875 5.36619 0.513
Cl 0.62183 -7.65871 2.90277 0.492
H 2.39774 -7.60086 4.44620 -0.032
H 0.95511 -8.42596 5.09128 0.021
C -5.44110 -4.47301 -9.14076 -0.993
Cl -6.05113 -3.77465 -7.63333 0.499
Cl -4.14634 -5.64728 -8.87089 0.523
H -6.25732 -4.97726 -9.64377 0.023
H -5.05282 -3.66932 -9.75488 0.028
C 0.20075 0.20537 -2.36465 -1.000
Cl -0.60509 0.34273 -0.79239 0.541
Cl 1.87957 0.72117 -2.28380 0.473
H 0.16513 -0.83485 -2.66746 0.028
H -0.32710 0.82744 -3.07921 -0.019
C -7.34223 -2.00234 1.98842 -1.001
Cl -8.65536 -3.00807 1.36255 0.503
Cl -7.47565 -0.32624 1.44319 0.550
H -7.37811 -2.01494 3.07079 0.025
H -6.39992 -2.40282 1.63224 0.024
C -7.19331 0.96072 -6.85259 -1.012
Cl -6.23912 2.22010 -7.64803 0.509
Cl -6.41861 -0.62452 -6.97167 0.485
H -7.29331 1.21930 -5.80416 0.000
H -8.16602 0.90697 -7.32621 0.026
C 4.77041 8.21495 -0.49247 -1.035
Cl 3.39931 7.36544 -1.20865 0.508
Cl 4.78507 9.93560 -0.92126 0.483
H 4.70743 8.12921 0.58469 -0.053
H 5.68412 7.76216 -0.85828 0.026
```

Results
HOMO-LUMO gap in Eh: 0.2310
Energy above the lowest of the compared OMol25 structures with the same formula, charge and spin in kcal/mol: 0.0
Total charge: -1